No. 1
Computed, not measured: a structure of composition C43H62N3O2P2Sn at a distorted geometry, with ωB97M-V with the def2-TZVPD basis set.

```
! wB97M-V def2-TZVPD RIJCOSX def2/J DEFGRID3
* xyz 3 1
Sn -0.360 -0.504 1.058
C -6.783 -0.390 0.491
C -5.483 -0.372 -0.328
C -5.692 -1.067 -1.671
C -4.394 -0.977 0.520
C -3.926 -2.271 0.307
C -3.037 -2.870 1.185
C -2.574 -2.201 2.316
C -1.761 -2.911 3.360
C -3.002 -0.877 2.506
C -3.896 -0.282 1.623
H -7.588 0.033 -0.101
H -6.689 0.190 1.406
H -7.062 -1.408 0.755
H -5.244 0.681 -0.525
H -6.108 -2.063 -1.544
H -4.763 -1.141 -2.232
H -6.405 -0.499 -2.261
H -4.300 -2.845 -0.524
H -2.784 -3.910 1.040
H -0.867 -2.335 3.642
H -1.456 -3.897 3.013
H -2.361 -3.041 4.262
H -2.741 -0.360 3.425
H -4.267 0.711 1.838
C 2.344 3.809 1.926
C 2.920 2.448 2.272
C 3.856 2.500 3.472
P 1.550 1.180 2.459
C 0.805 1.099 4.181
C 0.130 2.450 4.400
C 1.628 0.673 5.387
C 2.505 -0.339 2.098
C 3.263 -1.140 2.938
C 4.039 -2.180 2.429
C 4.958 -2.958 3.298
C 3.951 -2.464 1.057
C 3.238 -1.665 0.195
C 2.547 -0.546 0.689
N 1.822 0.369 -0.044
C 2.272 0.953 -1.158
C 3.556 0.657 -1.713
C 4.011 1.242 -2.855
C 3.228 2.200 -3.532
C 3.643 2.714 -4.851
C 2.057 2.634 -2.909
C 1.530 2.029 -1.777
P 0.188 2.866 -0.877
C -1.506 2.237 -1.448
C -1.523 0.835 -2.036
C -2.477 2.374 -0.279
C 0.071 4.663 -1.465
C -0.435 4.853 -2.912
C 1.349 5.461 -1.201
H 3.151 4.486 1.655
H 1.801 4.241 2.762
H 1.668 3.723 1.073
H 3.478 2.073 1.403
H 3.371 2.949 4.335
H 4.712 3.124 3.218
H 4.234 1.512 3.731
H 0.009 0.336 4.028
H 0.872 3.224 4.578
H -0.520 2.410 5.270
H -0.469 2.731 3.531
H 2.541 1.246 5.506
H 1.875 -0.385 5.357
H 1.028 0.834 6.282
H 3.291 -0.943 3.998
H 4.819 -2.716 4.348
H 5.990 -2.725 3.029
H 4.839 -4.031 3.153
H 4.471 -3.328 0.671
H 3.168 -1.921 -0.853
H 4.198 -0.041 -1.199
H 4.983 0.984 -3.248
H 3.969 1.897 -5.497
H 4.509 3.373 -4.746
H 2.855 3.278 -5.343
H 1.517 3.442 -3.373
H -1.808 2.945 -2.224
H -1.587 0.084 -1.235
H -0.646 0.633 -2.653
H -2.410 0.712 -2.658
H -2.093 1.841 0.609
H -3.442 1.951 -0.552
H -2.633 3.415 -0.006
H -0.693 5.058 -0.783
H 0.260 5.472 -3.474
H -1.390 5.373 -2.917
H -0.566 3.923 -3.463
H 2.228 4.984 -1.628
H 1.515 5.612 -0.138
H 1.248 6.449 -1.645
O -0.929 -4.591 -6.423
C -1.991 -4.731 -5.528
N -1.407 -4.830 -4.212
C -1.694 -3.960 -3.231
O -2.562 -3.113 -3.289
C -0.856 -4.066 -1.980
C -0.290 -5.214 -1.435
C 0.408 -5.100 -0.239
C 0.500 -3.868 0.382
N -0.050 -2.764 -0.131
C -0.703 -2.876 -1.283
H -1.233 -4.686 -7.333
H -2.587 -5.635 -5.741
H -2.656 -3.853 -5.536
H -0.592 -5.426 -4.161
H -0.406 -6.176 -1.910
H 0.869 -5.965 0.210
H 1.023 -3.739 1.323
H -1.161 -1.981 -1.693
*
```

Output
E_HOMO (alpha / beta) in eV: -15.780 / -15.705
LUMO energy (alpha / beta) in eV: -10.6 / -11.1
Gap between HOMO and LUMO (alpha / beta) in eV: 5.16 / 4.62

=====

No. 2
Computed, not measured: a structure of composition C43H65AsBaGeN6OS at a distorted geometry, with ωB97M-V with the def2-TZVPD basis set.

```
! wB97M-V def2-TZVPD RIJCOSX def2/J DEFGRID3
* xyz 2 1
Ba -0.287 -0.751 0.300
N -0.642 -3.418 1.100
C -0.146 -4.418 0.138
C -0.770 -4.191 -1.223
N -0.309 -2.920 -1.812
H -0.188 -3.547 2.000
H -1.626 -3.598 1.299
H -0.342 -5.442 0.470
H 0.941 -4.310 0.070
H -1.856 -4.136 -1.117
H -0.565 -5.049 -1.869
H -0.934 -2.640 -2.561
H 0.598 -3.066 -2.247
S 0.045 4.075 0.588
C 0.696 3.430 -0.729
N 1.100 2.951 -1.727
C -1.164 1.219 7.725
C -2.127 1.822 6.930
C -2.241 1.487 5.587
C -1.377 0.550 5.037
C -0.404 -0.048 5.833
C -0.304 0.278 7.177
As -1.474 -0.009 3.187
C -2.610 -1.584 3.231
C -2.298 -2.841 3.728
C -3.215 -3.874 3.589
C -4.424 -3.647 2.936
C -4.743 -2.387 2.455
C -3.841 -1.339 2.613
C -4.079 0.069 2.239
C -5.264 0.582 1.727
C -5.387 1.947 1.519
C -4.331 2.807 1.800
C -3.123 2.300 2.265
C -3.012 0.937 2.492
H -1.084 1.479 8.771
H -2.800 2.553 7.357
H -3.014 1.952 4.988
H 0.279 -0.781 5.416
H 0.445 -0.199 7.795
H -1.362 -3.019 4.248
H -2.998 -4.852 3.997
H -5.133 -4.456 2.825
H -5.699 -2.222 1.974
H -6.099 -0.069 1.510
H -6.323 2.347 1.151
H -4.456 3.876 1.677
H -2.297 2.969 2.476
C 3.489 -2.265 -0.843
N 3.870 -2.123 0.546
C 4.827 -3.115 1.027
C 3.104 -1.379 1.375
O 1.949 -1.013 1.002
N 3.566 -1.041 2.590
C 4.986 -0.847 2.879
C 2.653 -0.447 3.553
H 4.390 -2.378 -1.445
H 2.958 -1.379 -1.180
H 2.859 -3.148 -0.994
H 4.576 -4.081 0.585
H 4.766 -3.211 2.106
H 5.850 -2.859 0.744
H 5.572 -0.905 1.967
H 5.358 -1.579 3.596
H 5.111 0.150 3.303
H 1.641 -0.803 3.380
H 2.657 0.644 3.488
H 2.966 -0.737 4.555
C -3.881 4.423 -2.079
N -2.729 3.513 -2.351
C -2.711 3.009 -3.753
C -2.544 2.395 -1.328
C -3.332 1.111 -1.472
C -4.666 1.053 -1.866
C -5.335 -0.165 -1.871
C -4.675 -1.305 -1.438
C -3.347 -1.206 -1.033
C -2.600 -0.018 -1.045
H -3.854 5.233 -2.804
H -3.766 4.809 -1.069
H -4.804 3.866 -2.169
H -1.893 4.085 -2.224
H -3.578 2.371 -3.897
H -1.800 2.430 -3.886
H -2.731 3.862 -4.426
H -2.691 2.878 -0.362
H -1.491 2.138 -1.422
H -5.221 1.929 -2.175
H -6.365 -0.218 -2.197
H -5.190 -2.257 -1.428
H -2.881 -2.142 -0.708
C 6.245 0.114 -1.389
C 5.363 0.911 -2.335
C 4.699 2.094 -1.641
C 3.968 3.028 -2.601
Ge 2.223 2.493 -3.214
C 1.717 0.662 -3.587
C 1.803 0.369 -5.087
C 3.213 0.542 -5.632
C 3.305 0.321 -7.132
H 6.681 -0.762 -1.871
H 5.675 -0.230 -0.523
H 7.069 0.726 -1.019
H 4.614 0.257 -2.794
H 5.964 1.289 -3.168
H 5.476 2.668 -1.129
H 4.029 1.747 -0.844
H 4.580 3.221 -3.486
H 3.792 4.004 -2.141
H 1.698 3.397 -4.343
H 0.688 0.560 -3.227
H 2.339 -0.041 -3.028
H 1.107 1.009 -5.638
H 1.473 -0.657 -5.278
H 3.882 -0.150 -5.108
H 3.595 1.545 -5.392
H 2.970 -0.681 -7.404
H 4.328 0.433 -7.487
H 2.684 1.035 -7.674
*
```

Output
Energy relative to the best compared isomer or geometry (same formula, charge and spin) in kcal/mol: 35.7
E_HOMO in eV: -11.989
LUMO energy in eV: -3.9
Gap between HOMO and LUMO in eV: 8.09

=====

| no. | molecular weight (g/mol) |
| --- | --- |
| 1 | 833.6 |
| 2 | 999.0 |